No. 1
The following is a quantum chemistry calculation of a 3-piece molecular cluster, C4H9N3O overall in a non-equilibrium geometry, from the Open Molecules 2025 dataset.

```
17
Properties=species:S:1:pos:R:3:forces:R:3
C 0.21370 2.72407 -1.24297 2.927 3.753 4.016
C -0.88701 0.81761 -0.55436 1.771 -1.793 -1.753
C 1.55645 -1.51417 0.76649 1.251 -1.285 -2.786
C -0.83230 -1.70417 0.69113 2.500 2.654 -0.550
H 0.64944 2.49446 -0.15673 0.224 0.871 -2.391
H 0.06774 3.97284 -1.20785 -0.213 -3.559 -0.570
H 0.89972 2.42467 -2.00534 0.581 0.041 -0.488
H -1.98416 0.41049 -0.23252 3.383 1.016 -0.790
H 1.08648 -3.00883 0.34663 2.746 3.594 1.673
H 2.50708 -0.95741 0.02373 -2.777 -2.258 2.611
H 1.98756 -1.38659 2.27191 -1.748 -0.123 -4.217
H -0.29374 -2.35697 1.39763 -1.466 -0.506 -0.127
H -2.70202 -1.74731 1.16227 0.667 -0.009 -0.457
N 0.33426 0.16263 -0.63712 -4.946 1.447 2.074
N 0.30328 -1.04372 0.03835 0.055 -1.765 2.894
N -2.00931 -1.27049 0.56095 -1.139 -1.247 0.866
O -0.89718 1.98291 -1.22222 -3.817 -0.830 -0.005
```
Forces are in eV/Å.

Values from the calculation:
Kohn-Sham gap = 8.3 eV
Energy relative to the best compared isomer or geometry (same formula, charge and spin) = 10.2035 eV
LUMO level = 0.2224 eV
Calculated total energy = -396.9757 Eh
Highest occupied orbital energy = -0.2971 hartree

No. 2
The following is a quantum chemistry calculation of one molecule with the formula C4H9N3O in a non-equilibrium geometry, from the Open Molecules 2025 dataset.

```
17
Properties=species:S:1:pos:R:3:forces:R:3
H -2.45167 -1.35922 -0.48334 -0.089 -0.013 0.156
N -2.31559 -0.86390 0.40515 0.978 1.182 -0.554
C -1.56579 0.16325 0.16220 -1.649 -1.488 2.195
C -1.22100 1.10944 1.28392 -0.056 -0.182 -0.014
N -0.99819 0.36653 -1.08248 0.298 0.435 -1.636
N 0.13422 -0.51110 -1.23288 0.321 0.844 0.089
C 1.32234 0.07509 -0.81764 0.017 0.800 0.641
C 2.24594 -0.86915 -0.10854 0.673 -0.003 -0.337
O 1.52284 1.28741 -0.89593 -0.438 -1.473 -0.083
H -1.55896 2.11750 1.03559 0.119 0.049 0.059
H -1.68204 0.78322 2.21956 -0.052 0.067 -0.282
H -0.13533 1.12400 1.42292 -0.076 0.177 -0.095
H -0.64508 1.32726 -1.19800 0.091 -0.712 -0.015
H -0.06260 -1.46558 -0.93507 0.045 0.512 -0.080
H 2.35497 -1.79986 -0.66883 -0.014 -0.059 0.152
H 1.82919 -1.08216 0.88159 0.008 -0.022 -0.163
H 3.22676 -0.40272 0.01179 -0.177 -0.111 -0.033
```
Forces are in eV/Å.

Values from the calculation:
Kohn-Sham gap = 10.3 eV
Energy relative to the best compared isomer or geometry (same formula, charge and spin) = 1.7101 eV
LUMO level = 0.7969 eV
Calculated total energy = -397.2878 Eh
Highest occupied orbital energy = -0.3490 hartree
SMILES = [H]/N=C(/C)NNC(C)=O

No. 3
The following is a quantum chemistry calculation of one molecule with the formula C4H9N3O2, from the Open Molecules 2025 dataset.

```
18
Properties=species:S:1:pos:R:3:forces:R:3
C -1.85253 -0.81111 1.40495 -0.025 0.001 -0.077
C 2.54202 0.80050 -0.32349 0.052 0.012 0.000
N -0.80138 -0.83206 0.40432 0.529 0.102 -0.241
C -0.21276 0.70231 -0.07185 -0.391 -0.177 0.156
C 1.37237 -0.02680 0.06554 -0.010 -0.230 0.085
N -0.49037 0.93478 -1.43048 0.084 -0.043 0.065
O -1.23008 -1.66852 -0.65322 0.154 0.299 0.256
N 1.21724 -1.13025 0.55043 -0.431 0.401 -0.163
O -0.37312 1.57992 0.77646 0.087 -0.333 -0.219
H -0.41743 -2.13667 -0.89987 -0.049 0.032 0.022
H -0.84263 0.14258 -1.94764 0.002 0.011 0.075
H -1.02281 1.78185 -1.56983 0.021 -0.044 0.058
H -1.59652 -0.04242 2.12999 0.001 -0.013 -0.031
H -2.82264 -0.58695 0.95007 0.058 -0.009 0.015
H -1.89997 -1.79205 1.87874 0.012 0.044 -0.019
H 2.50112 1.72080 0.26337 -0.020 -0.055 -0.023
H 3.48860 0.29001 -0.15276 -0.061 0.026 -0.010
H 2.44089 1.07408 -1.37473 -0.011 -0.025 0.052
```
Forces are in eV/Å.

Values from the calculation:
Kohn-Sham gap = 8.1 eV
Energy relative to the best compared isomer or geometry (same formula, charge and spin) = 5.4952 eV
LUMO level = -0.6134 eV
Calculated total energy = -472.3917 Eh
Highest occupied orbital energy = -0.3193 hartree

No. 4
The following is a quantum chemistry calculation of one molecule with the formula C4H9N3O2 in a non-equilibrium geometry, from the Open Molecules 2025 dataset.

```
18
Properties=species:S:1:pos:R:3:forces:R:3
C -2.38279 0.41180 0.24167 0.007 0.404 0.049
N 0.55140 1.19977 0.36634 -0.579 0.061 0.213
C 1.31330 0.09978 -0.29827 1.120 1.220 0.219
C -0.21449 -1.01474 -0.47245 -0.764 0.307 -0.404
C -1.13324 -0.26179 -0.06000 0.890 -1.008 -0.455
N 0.71369 1.32964 1.77036 0.391 0.022 -0.392
N 0.12305 -2.13845 -1.14777 0.244 -0.266 0.254
O 1.52559 0.54026 -1.61558 -0.565 -0.337 0.424
O 2.23335 -0.48662 0.28870 -1.066 -0.063 -0.382
H 2.32010 0.08425 -1.92181 -0.048 -0.051 0.108
H 0.67071 2.09174 -0.11035 0.331 -0.219 0.254
H 1.70666 1.24022 1.98530 -0.144 -0.030 0.101
H 0.25570 0.52924 2.19738 0.033 0.044 -0.076
H 1.07081 -2.44133 -0.95085 -0.154 -0.089 -0.103
H -0.56231 -2.87477 -1.22358 0.134 0.001 0.121
H -3.17659 -0.34518 0.23100 0.147 -0.005 0.029
H -2.37963 0.87385 1.23068 -0.007 -0.012 -0.050
H -2.63532 1.16233 -0.51078 0.030 0.019 0.090
```
Forces are in eV/Å.

Values from the calculation:
Kohn-Sham gap = 8.8 eV
Energy relative to the best compared isomer or geometry (same formula, charge and spin) = 4.8291 eV
LUMO level = 0.1939 eV
Calculated total energy = -472.4162 Eh
Highest occupied orbital energy = -0.3158 hartree

No. 5
The following is a quantum chemistry calculation of a 2-piece molecular cluster, C4H9N4 overall in a non-equilibrium geometry, from the Open Molecules 2025 dataset.

```
17
Properties=species:S:1:pos:R:3:forces:R:3
C 1.23890 0.12357 -0.19171 0.019 -0.573 -0.128
C 1.30860 -2.59989 0.62390 -4.105 2.320 2.668
C 0.81606 2.37470 0.57454 0.816 -1.441 -1.855
C 0.87396 1.47321 -0.46378 -1.139 1.067 1.843
N 1.45661 -1.00215 -0.08313 0.889 0.239 -0.379
N 0.37635 -2.56908 1.41457 4.529 -4.632 -2.993
N 2.17107 -3.41155 0.13619 2.383 -1.212 -1.667
N -3.69619 2.19809 -0.94570 -3.018 1.187 0.742
H -0.17578 -1.95187 1.82216 -2.742 3.422 1.902
H 1.22281 1.90236 1.46585 -0.118 1.078 0.431
H 0.51603 3.44398 0.46691 0.096 -1.261 0.258
H 0.33757 1.53423 -1.38843 0.218 0.601 -0.679
H -3.26725 2.14226 -1.81608 1.404 -0.590 -1.445
H 2.81519 -3.10510 -0.62598 -0.888 -0.633 1.123
H 2.22258 -4.36433 0.54143 0.018 1.039 -0.519
H -4.72972 2.37175 -1.24055 2.341 -0.914 1.562
H -3.48679 1.43982 -0.29017 -0.704 0.301 -0.863
```
Forces are in eV/Å.

Values from the calculation:
Kohn-Sham gap = 7.7 eV
Energy relative to the best compared isomer or geometry (same formula, charge and spin) = 3.6641 eV
LUMO level = -4.4824 eV
Calculated total energy = -376.4723 Eh
Highest occupied orbital energy = -0.4493 hartree
Charge = +1

No. 6
The following is a quantum chemistry calculation of a 2-piece molecular cluster, C4H9N5O2 overall, from the Open Molecules 2025 dataset.

```
20
Properties=species:S:1:pos:R:3:forces:R:3
C -0.71677 2.41948 0.78743 0.073 0.005 0.297
C -0.00614 1.85461 -0.43237 0.071 0.166 -0.184
C 1.27764 1.12077 -0.06136 -0.314 0.243 0.263
N 2.06797 0.77791 -1.12081 0.341 -0.322 0.037
O 1.58760 0.86315 1.08733 0.231 0.146 -0.404
H -0.08487 3.16228 1.29380 -0.191 -0.182 -0.106
H -0.93018 1.61962 1.50974 0.068 0.254 -0.255
H -1.65689 2.89933 0.49993 0.114 -0.055 0.017
H 0.23838 2.64405 -1.15120 0.072 0.040 0.086
H -0.66647 1.15379 -0.95961 0.330 0.301 0.143
H 1.76101 0.87254 -2.07109 -0.105 0.054 0.024
H 2.87390 0.19596 -0.93811 -0.178 0.157 -0.016
O -0.48345 -4.04384 -0.46406 -0.242 -0.219 -0.165
N -0.68521 -2.75895 -0.08570 0.012 0.265 0.126
C -0.32207 -2.18270 1.06428 0.169 -0.107 0.441
N -0.63360 -0.91410 0.98032 -0.273 -0.135 -0.080
N -1.18737 -0.74393 -0.24582 -0.215 -0.749 0.412
N -1.21177 -1.85254 -0.89525 -0.014 -0.152 -0.332
H -1.36651 -4.38416 -0.69537 0.247 0.063 0.072
H 0.14482 -2.70328 1.89795 -0.195 0.226 -0.374
```
Forces are in eV/Å.

Values from the calculation:
Kohn-Sham gap = 9.7 eV
Energy relative to the best compared isomer or geometry (same formula, charge and spin) = 3.6897 eV
LUMO level = 0.3983 eV
Calculated total energy = -581.9878 Eh
Highest occupied orbital energy = -0.3431 hartree
SMILES = CCC(N)=O.On1cnnn1

No. 7
The following is a quantum chemistry calculation of a 2-piece molecular cluster, C4H9N5O3 overall in a non-equilibrium geometry, from the Open Molecules 2025 dataset.

```
21
Properties=species:S:1:pos:R:3:forces:R:3
H -2.00474 -3.18391 1.32737 -0.267 0.104 -0.261
N -2.72884 -2.93225 0.63934 0.277 0.925 -0.088
C -2.43908 -1.77761 0.14473 -0.104 -1.029 0.197
C -3.31323 -1.13061 -0.89923 0.012 -0.529 0.150
N -1.33957 -1.03002 0.48929 0.244 0.015 0.253
N -0.61234 -1.33524 1.64216 -0.168 0.064 0.371
C -1.10604 -0.54567 2.78632 0.319 -0.430 0.026
H -3.79920 -0.25282 -0.48214 -0.052 0.147 -0.006
H -4.07150 -1.85108 -1.21181 0.130 0.141 0.054
H -2.72160 -0.83797 -1.76316 0.047 0.116 -0.126
H -1.08652 -0.18835 -0.00006 -0.326 0.056 -0.027
H 0.38004 -1.17515 1.46376 -0.583 -0.088 0.086
H -0.50003 -0.76995 3.67439 0.031 0.159 -0.296
H -2.12484 -0.84983 3.04172 0.064 0.008 -0.264
H -1.09860 0.52714 2.57334 0.026 0.100 0.121
O 1.15713 -0.04150 -0.16776 0.227 0.417 -0.118
C 1.68768 0.91652 -0.61269 0.341 0.311 -0.275
O 2.35086 1.90156 0.06692 -0.109 -0.255 -0.187
N 2.90756 2.76628 -0.87383 -0.680 -0.961 -1.140
N 2.58712 2.37492 -2.01190 0.261 0.663 0.867
O 1.78620 1.25248 -1.94085 0.309 0.066 0.662
```
Forces are in eV/Å.

Values from the calculation:
Kohn-Sham gap = 7.9 eV
Energy relative to the best compared isomer or geometry (same formula, charge and spin) = 2.4707 eV
LUMO level = -0.4910 eV
Calculated total energy = -657.1861 Eh
Highest occupied orbital energy = -0.3075 hartree
SMILES = [H]/N=C(/C)NNC.O=c1onno1